1.
15
Properties=species:S:1:pos:R:3:forces:R:3:mulliken_charge:R:1 method="wB97M-V/def2-TZVPD" total_charge=0 relative_energy_ev=6.413 lumo_ev=0.85 spin_multiplicity=1 energy_ev=-9299.97997
C -1.7796 -0.6618 -0.2558 -0.026 -0.073 -0.033 -1.3165
C -0.6452 0.2949 -0.5622 -0.236 -0.025 -0.374 0.4959
N -0.5771 1.4741 0.3384 -0.418 -0.136 -0.094 -0.4201
C 0.6833 1.1224 0.7988 2.235 -0.020 -2.563 -0.4840
C 0.7328 -0.1479 -0.0690 -1.395 -0.637 2.348 0.3341
N 1.1721 -1.3599 -0.0821 0.286 1.072 -1.122 -0.6457
O 2.4689 -1.4095 0.4788 -0.035 -0.338 0.627 -0.4244
H -2.7482 -0.1904 -0.4613 0.186 -0.073 0.038 0.3560
H -1.7424 -0.9579 0.7975 -0.015 0.060 -0.185 0.3257
H -1.6830 -1.5607 -0.8730 -0.014 0.130 0.105 0.3093
H -0.6575 0.6023 -1.6139 0.098 -0.059 0.075 0.3053
H -0.7659 2.3924 -0.0579 0.211 -0.239 0.178 0.2615
H 1.2402 1.7032 1.5380 0.113 -0.765 -0.194 0.4206
H 1.6256 1.0510 -0.3961 -0.988 0.800 1.160 0.1218
H 2.6759 -2.3523 0.4197 0.000 0.302 0.034 0.3608


2.
14
Properties=species:S:1:pos:R:3:forces:R:3:mulliken_charge:R:1 method="wB97M-V/def2-TZVPD" total_charge=0 relative_energy_ev=3.377 lumo_ev=0.81 spin_multiplicity=1 energy_ev=-10410.03223
C -0.2001 0.9904 0.6326 -0.588 0.152 0.416 -0.3689
C -1.4603 1.3010 0.7426 -0.636 1.544 1.415 0.5410
C 0.5017 -0.1961 1.1906 2.540 1.323 0.294 -0.6447
C 1.0865 -0.9566 0.0127 0.549 -1.886 -1.348 -0.5462
C -0.6133 0.7025 -0.7828 4.042 -1.716 -1.605 -0.1658
C 0.2778 -0.5208 -1.1944 -0.281 2.551 -1.387 -0.0916
O -2.4995 1.7559 0.5225 -1.240 0.286 0.716 -0.4273
O -1.1116 -0.5643 -0.9701 -1.499 -1.448 -0.793 -0.4303
H 1.3654 0.1216 1.8063 -0.734 -0.261 0.278 0.2480
H -0.2049 -0.7652 1.7190 -0.422 -1.036 0.895 0.3683
H 2.1866 -0.9466 -0.2250 -0.959 0.889 0.550 0.3378
H 0.9645 -2.0386 0.2405 -0.274 0.424 -0.466 0.2579
H -0.8715 1.5350 -1.3904 -0.324 0.151 -0.925 0.5719
H 0.5786 -0.4181 -2.3040 -0.174 -0.971 1.961 0.3500


3.
8
Properties=species:S:1:pos:R:3:forces:R:3:mulliken_charge:R:1 method="wB97M-V/def2-TZVPD" total_charge=+1 relative_energy_ev=0.653 lumo_ev=-7.50 spin_multiplicity=1 energy_ev=-10735.98455
C -1.0278 1.7373 -0.9239 0.518 0.956 -0.390 0.1786
N 1.7356 3.5122 -0.3432 -0.096 1.206 1.400 1.3921
O 2.4751 3.1844 -1.0991 -0.002 -0.443 -0.440 -0.1948
O 1.1069 3.9494 0.4740 0.488 -0.475 -0.662 -0.1921
O 0.1905 -0.1807 -0.2123 -1.836 -1.216 2.915 -0.6601
O -0.1326 2.4289 -1.1146 -1.187 -0.894 -0.060 -0.2188
H -0.4167 -0.6587 0.5143 2.132 1.409 -2.632 0.3664
H 0.4516 -0.8541 -0.8382 -0.017 -0.542 -0.132 0.3287


4.
63
Properties=species:S:1:pos:R:3:forces:R:3:mulliken_charge:R:1 method="wB97M-V/def2-TZVPD" total_charge=+1 relative_energy_ev=1.221 lumo_ev=-1.99 spin_multiplicity=1 energy_ev=-44828.97733
Pt -0.7130 0.5958 -0.6370 -0.454 0.387 0.015 2.5383
C 1.8049 0.1887 -3.2303 0.014 -0.114 -0.230 -1.4920
N 1.8449 1.2472 -2.2983 0.294 0.554 0.325 -0.0398
C 2.8651 1.2814 -1.2982 -0.217 -0.005 0.183 -1.1789
C 2.3242 1.2554 0.1127 0.295 0.112 -0.195 -0.0776
N 1.0745 1.1714 0.4817 -0.184 -0.275 -0.168 -0.3541
C 1.0652 1.3197 1.8703 0.322 0.175 0.345 0.1832
C 0.0199 1.3948 2.7923 0.052 0.001 -0.095 0.3982
C 0.3453 1.5772 4.1206 -0.035 0.005 0.031 -1.1380
C 1.6747 1.6936 4.5481 0.046 -0.008 0.025 -0.5865
C 2.7218 1.6476 3.6511 0.011 -0.010 -0.027 -1.1217
C 2.3857 1.4681 2.3150 -0.185 0.002 -0.042 0.5553
N 3.1591 1.4194 1.1681 -0.065 0.003 -0.017 -0.0768
C 1.0469 -0.9988 -2.7357 -0.272 -0.422 0.158 0.4543
N 0.0553 -1.0217 -1.8706 0.284 -0.079 0.001 0.1250
C -0.4056 -2.3462 -1.8600 -0.156 -0.028 0.094 0.3640
C -1.4930 -2.9330 -1.2087 0.234 0.089 -0.040 -0.2883
C -1.7014 -4.2824 -1.4078 -0.170 0.103 0.147 -0.9321
C -0.8710 -5.0416 -2.2362 0.065 -0.170 -0.129 -0.5216
C 0.1845 -4.4722 -2.9141 0.059 0.039 -0.045 -1.0522
C 0.3890 -3.1112 -2.7156 -0.354 -0.285 0.221 0.4119
N 1.2975 -2.2314 -3.2434 0.304 0.388 -0.232 -0.0955
H 2.8076 -0.1574 -3.5148 0.035 0.049 -0.062 0.4500
H 1.3296 0.5334 -4.1510 -0.048 -0.027 -0.027 0.3974
H 1.4162 2.1170 -2.5547 0.041 -0.008 -0.005 0.2010
H 3.4942 2.1766 -1.3773 -0.005 -0.006 -0.024 0.5158
H 3.5373 0.4274 -1.4272 -0.027 -0.011 -0.020 0.3986
H -1.0080 1.3063 2.4814 0.013 0.010 -0.009 0.3876
H -0.4470 1.6404 4.8545 -0.015 -0.004 -0.010 0.4681
H 1.8812 1.8355 5.5999 0.008 0.007 0.008 0.4250
H 3.7491 1.7584 3.9705 0.006 0.003 0.010 0.4539
H 4.1519 1.5690 1.1065 -0.008 -0.005 0.016 0.2424
H -2.1394 -2.3425 -0.5833 -0.065 0.083 0.148 0.3289
H -2.5359 -4.7698 -0.9215 -0.008 0.032 0.014 0.4539
H -1.0764 -6.0956 -2.3646 0.012 -0.005 0.001 0.4010
H 0.8096 -5.0539 -3.5775 0.018 0.001 -0.007 0.4303
H 1.9990 -2.4340 -3.9356 -0.009 -0.015 0.005 0.2323
C 0.8694 -2.0290 1.6560 -0.003 -0.068 0.005 -1.0016
C -0.5122 -1.6676 2.0732 -0.089 0.044 -0.145 -0.0124
N -1.3538 -0.8978 1.4153 0.312 -0.298 0.144 0.4145
C -2.4995 -0.8466 2.1714 -0.125 -0.130 -0.026 -0.5017
C -2.3554 -1.6122 3.2866 -0.154 0.204 0.069 -0.9665
N -1.0843 -2.1184 3.2161 0.113 -0.090 -0.014 0.0623
H 1.0908 -1.5560 0.7029 -0.034 0.026 -0.041 -0.1470
H 0.9671 -3.1095 1.5332 0.021 0.008 0.009 0.4393
H 1.6062 -1.6946 2.3891 -0.011 0.005 0.022 0.3489
H -3.3606 -0.2745 1.8653 -0.028 -0.026 -0.002 0.3735
H -3.0223 -1.8285 4.1013 0.001 -0.005 0.022 0.4443
H -0.6467 -2.7205 3.8927 -0.017 -0.002 -0.005 0.1861
F -0.5875 5.5796 -0.6045 -0.035 -0.049 0.004 -0.3603
C -1.1514 4.3683 -0.7778 0.084 0.100 -0.134 0.4928
C -1.4350 3.9872 -2.1153 0.020 0.080 0.098 -0.6918
C -1.9938 2.7767 -2.3582 -0.150 -0.095 0.155 -0.7551
C -2.3215 1.9021 -1.2674 0.167 -0.593 0.136 0.1134
C -2.6064 0.4779 -1.3975 -0.050 0.380 -0.346 -1.0866
C -2.0137 2.3019 0.0770 0.216 0.098 -0.405 -0.6994
C -1.4281 3.5951 0.2936 -0.096 -0.193 0.036 -0.6762
H -1.1974 4.6740 -2.9162 0.009 0.030 0.012 0.4835
H -2.2236 2.4613 -3.3673 -0.007 -0.014 -0.013 0.4371
H -2.7407 0.0872 -2.4018 -0.002 0.024 -0.005 0.4001
H -3.2626 0.0159 -0.6643 -0.035 0.066 -0.002 0.4388
H -2.5440 1.8327 0.8953 0.035 -0.055 0.049 0.8854
H -1.2366 3.9628 1.2923 0.020 -0.014 0.012 0.5174